# 1
11
Properties=species:S:1:pos:R:3:nbo_charge:R:1 method="wB97M-V/def2-TZVPD" charge=0 homo_lumo_gap_ev="4.97 / 4.97" max_force_ha_per_bohr=0.0967 relative_energy_kj_mol=527.3
C 2.09777 -0.36197 -0.26117 0.55
C -0.80950 -0.79366 -0.00725 -0.78
N 1.39116 0.59543 -0.71876 -0.81
N 4.80175 0.49769 -0.52928 0.54
O 3.23452 -0.86709 -0.19162 -0.58
O 5.55213 0.31880 0.30471 -0.03
S 0.69560 -1.36981 0.68634 0.09
H -0.82903 -0.92965 -1.03063 0.22
H -0.66273 0.28352 0.15277 0.24
H -1.73885 -1.06249 0.46630 0.24
H 1.98904 1.26764 -1.26581 0.32

---

# 2
66
Properties=species:S:1:pos:R:3:nbo_charge:R:1 method="wB97M-V/def2-TZVPD" charge=0 smiles="CCOCCc1c2c(cc(F)c1-c1cccnc1)C(=O)c1ccc(N)c(CCCCOC(C)=O)c1C2=O" homo_lumo_gap_ev=8.38 max_force_ha_per_bohr=0.0390 relative_energy_kj_mol=0.0
C -1.23214 -0.61744 -3.72065 -0.65
C -0.68803 0.08909 -2.45753 -0.06
O -1.06116 -0.54158 -1.22975 -0.55
C -2.44134 -0.78682 -1.20940 -0.05
C -3.01801 -0.88727 0.23304 -0.46
C -2.01849 -1.36876 1.25913 0.06
C -1.03416 -0.54904 1.82777 -0.06
C -0.21748 -1.11624 2.78190 -0.11
C -0.32380 -2.41312 3.18169 -0.24
C -1.28193 -3.19031 2.62619 0.43
F -1.44709 -4.45639 3.01418 -0.31
C -2.12611 -2.68287 1.66793 -0.13
C -3.15954 -3.62300 1.13332 -0.02
C -4.21530 -4.04441 1.93253 -0.16
C -5.08541 -4.93394 1.31784 -0.26
C -4.86275 -5.32244 0.02007 0.03
N -3.88905 -4.91888 -0.79790 -0.39
C -3.07732 -4.06861 -0.16688 0.01
C 0.82733 -0.29775 3.48183 0.56
O 1.20849 -0.62260 4.59400 -0.53
C 1.33078 0.91225 2.77983 -0.17
C 2.55424 1.38126 3.14533 -0.14
C 3.04114 2.50416 2.52944 -0.23
C 2.27834 3.11564 1.56486 0.17
N 2.80472 4.27849 0.92249 -0.83
C 1.02568 2.64015 1.17312 -0.01
C 0.33438 3.42738 0.08216 -0.43
C 0.79088 3.09210 -1.36935 -0.39
C 2.05803 2.24307 -1.49350 -0.45
C 2.51171 2.28030 -2.97025 -0.06
O 3.93957 2.09051 -3.07579 -0.53
C 4.33713 0.89144 -2.56220 0.80
C 5.58193 0.79503 -1.70816 -0.72
O 3.70770 -0.12197 -2.80477 -0.60
C 0.52975 1.50697 1.81773 -0.04
C -0.84601 0.93285 1.50112 0.56
O -1.76584 1.59647 1.06783 -0.53
H -1.37260 -1.68944 -3.57539 0.22
H -2.23494 -0.21849 -3.91281 0.20
H -0.64197 -0.37703 -4.60569 0.22
H 0.40069 0.08778 -2.49824 0.20
H -1.12722 1.09285 -2.43630 0.16
H -2.70410 -1.73262 -1.69950 0.17
H -3.02172 0.00399 -1.70637 0.17
H -3.86786 -1.56428 0.13071 0.22
H -3.45138 0.06491 0.53796 0.25
H 0.31242 -2.82901 3.95425 0.25
H -4.35077 -3.72397 2.95728 0.23
H -5.94020 -5.32553 1.85597 0.22
H -5.55735 -6.04778 -0.40564 0.19
H -2.24594 -3.68499 -0.76152 0.19
H 3.14207 0.86587 3.89468 0.24
H 4.01505 2.90950 2.78123 0.21
H 3.75550 4.45504 1.22222 0.37
H 2.25078 5.08276 1.20288 0.37
H 0.59662 4.47370 0.24667 0.20
H -0.75084 3.38534 0.12351 0.25
H 1.00859 4.04466 -1.86664 0.20
H -0.01182 2.64879 -1.95343 0.21
H 2.90568 2.62426 -0.92211 0.22
H 1.90046 1.19574 -1.21683 0.22
H 1.96116 1.57596 -3.59795 0.19
H 2.34996 3.28638 -3.36140 0.19
H 6.33634 0.27028 -2.29656 0.25
H 5.32446 0.16409 -0.85632 0.25
H 5.94808 1.74752 -1.32388 0.22

---

# 3
8
Properties=species:S:1:pos:R:3:nbo_charge:R:1 method="wB97M-V/def2-TZVPD" charge=0 homo_lumo_gap_ev=7.50 max_force_ha_per_bohr=0.0681 relative_energy_kj_mol=294.7
C 0.96353 -2.03584 -1.19426 -0.44
C 0.67235 1.55660 0.98248 -0.05
C 0.06907 -1.25496 -0.98429 -0.25
C -0.43311 1.32824 0.55478 -0.52
P -1.68025 0.76752 -0.51523 0.99
Cl -2.82278 0.31951 0.99045 -0.20
H 1.82563 -2.60045 -1.48093 0.23
H 1.40556 1.91937 1.64701 0.24

---

# 4
97
Properties=species:S:1:pos:R:3:mulliken_spin:R:1 method="wB97M-V/def2-TZVPD" charge=+1 homo_lumo_gap_ev="5.62 / 5.32" max_force_ha_per_bohr=0.0217 relative_energy_kj_mol=50.5 spin_multiplicity=3
Mo 0.40740 -0.51138 0.50383 1.82
Cl -4.42342 1.12491 -6.14486 0.00
C -3.87842 1.23386 -4.50441 0.00
C -3.11136 0.20792 -3.97283 0.00
C -2.67702 0.29942 -2.66121 0.00
C -3.00657 1.40413 -1.88246 -0.01
C -3.77408 2.42128 -2.43282 0.00
C -4.21693 2.34101 -3.74493 0.00
C -2.46527 1.49303 -0.48169 -0.01
C -1.09124 2.08132 -0.42905 0.02
C -0.89276 3.45019 -0.54304 -0.03
C 0.46810 3.67662 -0.43229 0.03
C 1.07999 2.43188 -0.27166 -0.01
C 2.42619 2.26782 0.11308 0.06
C 3.25910 3.50026 0.20257 0.02
C 3.55916 4.05607 1.44039 0.00
C 4.35988 5.18520 1.52707 0.00
C 4.86186 5.74803 0.36547 0.00
Cl 5.87666 7.14823 0.46616 0.00
C 4.56540 5.21005 -0.87768 0.00
C 3.75991 4.08562 -0.95533 0.00
C 3.04049 1.06558 0.37407 -0.11
N 2.44473 -0.16080 0.08884 0.01
C 3.42058 -1.08211 0.11337 0.02
C 3.21100 -2.39560 -0.48311 0.02
C 4.31693 -3.08479 -1.21427 0.00
C 5.68182 -2.92681 -0.94372 0.00
C 6.65651 -3.58806 -1.66863 0.00
C 6.29432 -4.41145 -2.72092 0.00
Cl 7.50681 -5.25658 -3.61460 0.00
C 4.96415 -4.52167 -3.08321 0.00
C 4.00290 -3.85095 -2.34871 0.00
C 1.97777 -2.99797 -0.49272 0.00
C 1.81075 -4.43346 -0.59491 0.03
C 0.50572 -4.70961 -0.55185 -0.03
C -0.22166 -3.45946 -0.41572 0.08
N 0.69514 -2.42000 -0.34331 -0.02
C -1.61212 -3.45742 -0.13559 -0.03
C -2.06307 -2.40307 0.67198 0.07
C -3.01542 -2.33079 1.81530 -0.01
C -2.93929 -1.11634 2.36572 0.03
C -2.10497 -0.25715 1.45055 0.05
N -1.44138 -1.24359 0.60801 -0.08
C -2.53713 -4.52631 -0.60274 0.00
C -3.83954 -4.61578 -0.09831 -0.01
C -4.73381 -5.57706 -0.53449 0.01
C -4.35414 -6.46263 -1.52777 -0.01
Cl -5.45790 -7.67864 -2.06961 0.00
C -3.10936 -6.34453 -2.11873 0.01
C -2.22425 -5.37982 -1.66815 -0.01
C 4.62448 -0.49376 0.61145 -0.02
C 4.39154 0.84201 0.74853 0.02
N 0.10176 1.42001 -0.31940 0.02
H -2.86265 -0.64864 -4.58362 0.00
H -2.07541 -0.49892 -2.23876 0.01
H -4.03286 3.28911 -1.83777 0.00
H -4.81757 3.12872 -4.17749 0.00
H -1.67372 4.18373 -0.66703 0.00
H 0.98105 4.62387 -0.42700 0.00
H 3.15636 3.61421 2.34363 0.00
H 4.59109 5.62789 2.48560 0.00
H 4.96467 5.66785 -1.77172 0.00
H 3.52172 3.65965 -1.92205 0.00
H 6.02787 -2.27977 -0.16186 0.00
H 7.70044 -3.45740 -1.42080 0.00
H 4.68399 -5.10026 -3.95217 0.00
H 2.99057 -3.88015 -2.72267 0.00
H 2.62036 -5.14181 -0.56220 0.00
H 0.06305 -5.68528 -0.48346 0.00
H -3.56522 -3.17208 2.20400 0.00
H -3.43090 -0.76925 3.26175 0.00
H -4.19923 -3.91215 0.63642 0.00
H -5.73008 -5.62833 -0.11825 0.00
H -2.84083 -6.98989 -2.94339 0.00
H -1.29984 -5.26810 -2.20964 0.00
H 5.51637 -1.01407 0.90138 0.00
H 5.08595 1.60194 1.06715 0.00
O -2.96724 4.67834 6.62420 0.00
C -2.70487 5.20082 5.34847 0.00
N -2.84331 4.19843 4.30762 0.00
C -1.77249 3.63666 3.69840 0.00
O -0.61716 3.94583 3.92719 0.00
C -2.06392 2.57720 2.66067 -0.01
C -3.10431 2.69182 1.82105 0.01
C -3.46656 1.89295 0.64273 0.00
C -2.99624 0.48374 0.47086 -0.02
N -0.94162 0.48982 1.94427 -0.02
C -0.95309 1.64567 2.47885 0.02
H -2.20759 4.16221 6.91497 0.00
H -1.70018 5.61053 5.26283 0.00
H -3.43948 5.98563 5.18389 0.00
H -3.74060 3.74982 4.22001 0.00
H -3.76398 3.53719 1.99316 0.00
H -4.46807 2.08883 0.28359 0.00
H -3.72616 -0.18989 0.03593 0.00
H 0.00805 2.03526 2.80821 -0.01
F 1.01371 -1.36857 2.09142 0.05

---

# 5
9
Properties=species:S:1:pos:R:3:nbo_charge:R:1 method="wB97M-V/def2-TZVPD" charge=0 homo_lumo_gap_ev=9.89 max_force_ha_per_bohr=0.0951 relative_energy_kj_mol=82.9
C -0.45790 0.82473 0.10699 -0.69
C 0.40509 -0.40833 0.16229 0.07
O 0.98092 -0.78767 -1.00191 -0.70
I -0.70538 -2.07135 1.09954 -0.02
H -1.32614 0.66263 -0.53269 0.21
H -0.80479 1.09689 1.10105 0.24
H 0.12747 1.65105 -0.29791 0.23
H 1.46286 -0.15803 1.07019 0.20
H 0.31787 -0.80993 -1.70755 0.47

---

# 6
40
Properties=species:S:1:pos:R:3:nbo_charge:R:1 method="wB97M-V/def2-TZVPD" charge=0 homo_lumo_gap_ev="6.46 / 6.46" max_force_ha_per_bohr=0.0091 relative_energy_kj_mol=98.1
Ir -0.16362 1.08769 0.02764 0.45
O 3.25707 1.65440 -0.20272 -0.56
C 3.88587 0.61930 -0.15164 0.46
C 3.42386 -0.76443 -0.05730 -0.33
C 4.47878 -1.68447 -0.05318 -0.09
C 4.26888 -3.03640 0.01636 -0.08
C 2.96686 -3.54053 0.08531 -0.13
C 1.91930 -2.66872 0.08501 -0.32
C 2.07325 -1.24727 0.01830 0.54
O 0.99259 -0.56508 0.03246 -0.73
N 5.40159 -3.94671 0.01561 0.54
O 6.52277 -3.47248 -0.03674 -0.40
O 5.16846 -5.14103 0.08780 -0.40
H 4.99067 0.68050 -0.19824 0.11
H 5.49728 -1.32353 -0.10999 0.24
H 2.80862 -4.60810 0.13820 0.24
H 0.90992 -3.05131 0.13911 0.20
C -2.65134 4.57560 0.02905 -0.23
C -3.94022 4.06638 0.00490 -0.18
C -4.09290 2.69655 -0.01171 -0.20
C -2.97931 1.86614 -0.00484 0.15
N -1.71861 2.36239 0.01834 -0.37
C -1.58498 3.70636 0.03522 0.06
C -3.07844 0.40015 -0.01958 0.16
C -4.27695 -0.30308 -0.04257 -0.21
C -4.24512 -1.68495 -0.05335 -0.16
C -3.01894 -2.33043 -0.04080 -0.24
C -1.86940 -1.56524 -0.01793 0.07
N -1.89908 -0.23158 -0.00762 -0.45
H -2.45946 5.63898 0.04327 0.23
H -4.80176 4.71939 -0.00034 0.23
H -5.08152 2.26333 -0.02974 0.22
H -0.57146 4.07447 0.05399 0.22
H -5.22418 0.21460 -0.05175 0.22
H -5.16733 -2.25021 -0.07113 0.23
H -2.94805 -3.40872 -0.04834 0.23
H -0.87941 -1.99550 -0.00675 0.23
C 1.11347 2.40120 0.11148 -0.28
H 1.43655 2.88613 1.03776 0.16
H 1.53631 2.90620 -0.76352 0.17